(1)
Molecular formula: C5H34NO12
Method: DFT, the ωB97M-V functional and the def2-TZVPD basis

Element x y z (Å)
C 1.9707 -0.2612 2.7463
C 0.6082 -0.1487 2.1172
C 0.2276 1.2280 1.5604
C -0.5290 2.1354 2.5058
C -1.9067 1.6533 2.8014
O -2.3738 0.6275 2.3478
N 0.6275 -1.1285 0.9208
H 2.0758 -1.1755 3.3372
H 2.1864 0.5075 3.4770
H 2.7991 -0.2804 2.0401
H -0.2242 -0.5304 2.7022
H -0.4000 1.0357 0.6863
H 1.0460 1.7620 1.0880
H -0.5645 3.1366 2.0626
H -0.0614 2.2889 3.4847
H -2.5003 2.1752 3.5681
H 1.4891 -0.8840 0.4329
H -0.1535 -0.9120 0.3266
H 0.5485 -2.1135 1.1923
H -3.4365 -0.6743 1.1441
H -4.3568 -0.2217 0.0379
O -3.7344 -0.9140 0.2523
H 1.6426 -4.3053 1.7274
H 0.4063 -4.1704 0.8326
O 1.3196 -3.8784 0.9288
H -0.4512 -3.1898 -3.4283
H -1.7246 -2.5943 -4.1432
O -0.8573 -2.3967 -3.7819
H 0.2363 4.6600 -0.6451
H -0.6414 3.4481 -0.9430
O 0.1020 3.7433 -0.3815
H -1.9406 -4.2861 0.8611
H -2.4064 -2.7646 0.6052
O -1.7548 -3.3647 0.9750
H 1.3205 0.8025 -1.6096
H 1.2521 -0.3746 -2.4560
O 0.9764 -0.1037 -1.5503
H 4.0150 0.1508 -0.6686
H 4.1054 -1.2687 -0.1074
O 3.5105 -0.6613 -0.5611
H 0.2371 -0.8088 -4.5779
H 1.7861 -0.8712 -4.8112
O 1.0957 -0.5717 -4.2183
H -3.0364 2.8928 -1.8034
H -1.7439 2.0708 -1.8889
O -2.0896 2.9832 -1.9091
H -0.8569 -0.0132 -1.2799
H -2.4160 -0.2025 -0.9347
O -1.7673 0.2618 -1.4890
H 1.4332 2.3639 -0.8901
H 2.5291 2.9403 -1.6461
O 2.3808 2.2027 -1.0376

As for the net charge: +1. Its HOMO energy is -13.16 eV. The value obtained for the energy above the lowest of the compared OMol25 structures with the same formula, charge and spin is 58.70 kJ/mol. The value obtained for the calculated total energy is -1168.3561 hartree. The value obtained for the gap between HOMO and LUMO is 0.3994 Ha.

Need the natural (NBO) charges? In units of e they are: -0.651 -0.034 -0.429 -0.536 0.472 -0.600 -0.703 0.224 0.241 0.233 0.225 0.219 0.247 0.285 0.242 0.139 0.478 0.425 0.462 0.505 0.490 -0.975 0.486 0.487 -0.951 0.484 0.484 -0.963 0.487 0.507 -1.000 0.491 0.508 -0.995 0.487 0.525 -1.027 0.491 0.473 -0.951 0.510 0.486 -0.973 0.485 0.506 -0.986 0.491 0.498 -1.010 0.487 0.484 -0.960


(2)
Molecular formula: C31H48CdCl2N3O4Si
Method: DFT, the ωB97M-V functional and the def2-TZVPD basis

Element x y z (Å)
C -1.5449 -3.5195 -1.6907
C -0.3301 -3.0065 -2.3887
H -2.0222 -4.3435 -2.2290
H -2.2821 -2.7093 -1.5959
H -1.3055 -3.8558 -0.6701
C 0.0771 -3.3707 -3.6131
C -0.5798 -4.3988 -4.4698
H 1.0015 -2.9565 -4.0250
H -1.5574 -4.7094 -4.0842
H 0.0750 -5.2732 -4.5867
H -0.7394 -4.0071 -5.4793
Cd -1.5013 0.0292 0.2404
Cl -3.6121 0.4877 -0.7801
C 2.4691 1.3610 -0.6353
O 1.8143 2.2257 -1.2243
N 3.8183 1.3642 -0.6017
C 4.5286 2.4454 -1.2602
C 4.6115 0.2664 -0.0555
H 1.9757 0.5288 -0.0876
H 3.8456 3.2765 -1.4420
H 4.9562 2.1118 -2.2124
H 5.3546 2.7574 -0.6193
H 3.9372 -0.4555 0.4330
H 5.3233 0.6829 0.6764
H 5.1769 -0.2344 -0.8608
H 0.4930 4.1174 4.1469
H -0.7459 3.0015 6.1400
C -0.4122 3.8827 3.5775
C -1.5184 2.6628 5.4332
N -0.9770 2.6434 4.0789
H -0.1682 3.7800 2.5200
C -1.3171 1.6602 3.2290
O -1.3815 1.7953 1.9910
H -1.8349 1.6404 5.6764
H -1.5115 0.6941 3.7307
H -1.1326 4.6959 3.7176
H -2.3852 3.3478 5.4900
H -2.4840 -0.1931 -3.4907
H -0.0085 -0.0864 -4.8318
C -2.4937 0.8469 -3.8467
C -0.3081 0.9703 -4.9276
N -1.1547 1.3954 -3.8284
H -3.1574 1.4236 -3.2032
C -0.6198 1.8598 -2.6714
O -1.2259 2.0442 -1.6190
H 0.5917 1.5935 -4.9632
H 0.4644 2.0388 -2.7228
H -2.8285 0.8684 -4.8864
H -0.8672 1.0834 -5.8627
O -0.4876 -0.7728 -1.8533
C 0.3337 -1.8141 -1.6611
C 2.2183 -0.6283 -3.0267
C 1.8002 -1.6140 -2.1307
H 1.5214 0.1684 -3.3069
C 3.4996 -0.6824 -3.5880
H 0.3939 -2.0509 -0.5563
C 2.7146 -2.5747 -1.6968
H 3.8078 0.0733 -4.3140
C 4.3727 -1.7110 -3.2353
C 3.9795 -2.6420 -2.2723
H 2.3842 -3.3031 -0.9467
H 5.3405 -1.8063 -3.7269
H 4.6518 -3.4422 -1.9689
Si -5.0079 -0.7477 1.5187
Cl -3.8632 -2.2946 0.5103
C -5.9279 0.7487 0.8110
C -3.8468 -0.6284 2.9827
C -6.6704 -1.5214 2.0438
H -5.2852 1.4617 0.2754
H -6.4674 1.2780 1.6048
H -6.6652 0.3647 0.0948
H -7.3981 -1.4435 1.2255
H -7.0670 -0.9287 2.8794
H -6.6334 -2.5687 2.3524
H -2.8076 -0.4690 2.6768
H -3.8511 -1.5729 3.5505
H -4.1527 0.1890 3.6443
C 0.2486 -0.7536 1.1779
C 1.0620 -0.3359 2.0181
C 1.9683 0.1852 2.9518
C 2.5429 -0.6232 3.9485
C 3.2354 -0.0163 4.9895
C 3.4161 1.3735 5.0089
C 2.9206 2.1609 3.9623
C 2.2328 1.5727 2.9104
H 2.4213 -1.7071 3.8898
H 3.6446 -0.6230 5.7948
H 3.9639 1.8454 5.8284
H 3.0851 3.2394 3.9591
H 1.8651 2.1524 2.0587

As for the net charge: -1. Its HOMO energy is -4.24 eV. The value obtained for the energy above the lowest of the compared OMol25 structures with the same formula, charge and spin is 0.00 kJ/mol. The value obtained for the calculated total energy is -3052.9345 hartree. The value obtained for the gap between HOMO and LUMO is 0.2407 Ha.

Need the Mulliken charges? In units of e they are: -1.191 -0.031 0.352 -0.113 0.249 0.121 -1.503 0.265 0.381 0.228 0.310 1.878 -0.758 0.594 -0.864 0.411 -1.121 -0.918 -0.045 0.283 0.283 0.359 0.207 0.337 0.308 0.300 0.309 -1.041 -0.957 0.357 0.277 0.181 -1.009 0.296 0.303 0.361 0.301 0.199 0.256 -0.994 -0.903 0.251 0.278 -0.040 -0.631 0.345 0.481 0.331 0.334 -0.064 0.215 0.766 0.033 -0.054 -0.660 0.200 -0.326 0.427 -0.744 -0.762 0.366 0.302 0.326 0.554 -0.269 -1.211 -0.318 -1.135 0.379 0.386 0.331 0.280 0.322 0.307 -0.447 0.364 0.362 -1.086 0.058 0.433 -0.288 -0.480 -0.541 -1.100 0.095 0.473 0.374 0.377 0.483 0.662


(3)
Molecular formula: C38H72Cl2O20
Method: DFT, the ωB97M-V functional and the def2-TZVPD basis

Element x y z (Å)
Cl -6.5593 4.8887 3.2128
C -7.0041 4.5847 4.9653
C -8.0375 5.6394 5.3997
Cl -9.7076 5.4655 4.7319
H -6.1350 4.5109 5.6191
H -7.4374 3.6000 4.7902
H -7.8344 6.6767 5.1335
H -8.1236 5.6182 6.4861
C 3.4854 0.0201 9.4155
O 4.1664 -0.5681 8.3271
C 4.8550 0.3685 7.5610
C 5.5918 -0.1929 6.4378
O 6.4499 -1.2816 6.8635
C 6.7909 -2.2746 5.9297
H 3.7855 -0.6488 10.2222
H 2.4059 -0.0764 9.2989
H 3.7267 1.0390 9.7182
H 5.5601 0.8332 8.2502
H 4.2853 1.2032 7.1526
H 6.1914 0.5760 5.9506
H 4.9658 -0.5334 5.6130
H 7.3830 -3.0171 6.4648
H 7.2901 -1.6483 5.1903
H 6.0676 -2.8853 5.3894
C 8.0738 -3.0810 -2.1871
O 9.0069 -2.4430 -1.2848
C 10.1379 -1.8088 -1.9108
C 11.3546 -2.6752 -2.2056
O 11.1040 -3.2637 -3.4448
C 11.7054 -4.4583 -3.7726
H 8.5278 -3.9694 -2.6261
H 7.6608 -2.4970 -3.0096
H 7.2229 -3.4933 -1.6448
H 10.4702 -0.9273 -1.3625
H 9.7704 -1.3243 -2.8155
H 11.5846 -3.3780 -1.4047
H 12.2907 -2.1439 -2.3770
H 12.7935 -4.3940 -3.7682
H 11.3881 -4.9090 -4.7130
H 11.4553 -5.2151 -3.0291
C -3.1516 -12.4759 -3.6782
O -2.6800 -11.6444 -2.6949
C -3.1241 -12.0323 -1.4148
C -2.3134 -11.4056 -0.2373
O -2.1833 -10.0613 -0.3188
C -1.6280 -9.4025 0.8041
H -3.0668 -12.0102 -4.6600
H -4.1817 -12.6296 -3.3566
H -2.8799 -13.5271 -3.5821
H -2.8809 -13.0849 -1.2697
H -4.1929 -11.8286 -1.3487
H -1.3673 -11.9413 -0.1595
H -2.9635 -11.6871 0.5911
H -1.1519 -8.4439 0.5976
H -0.9175 -10.1390 1.1795
H -2.3764 -9.1903 1.5675
C 1.0922 7.8183 4.6510
O 1.6172 9.1595 4.7747
C 0.6514 10.1338 4.8011
C 1.2744 11.3716 5.5889
O 0.8956 11.3598 7.0103
C 1.4048 10.3775 7.7664
H 0.3072 7.8351 3.8951
H 0.7512 7.4606 5.6225
H 1.9117 7.2371 4.2282
H -0.2942 9.8592 5.2688
H 0.4781 10.5024 3.7901
H 0.8450 12.2635 5.1328
H 2.3403 11.4310 5.3686
H 1.0628 9.3991 7.4291
H 1.1555 10.5937 8.8053
H 2.4758 10.5771 7.7305
C 4.8340 3.5526 -4.8981
O 4.2928 3.4276 -6.1687
C 3.6753 2.2204 -6.5737
C 2.8509 2.2951 -7.8852
O 3.7569 2.2631 -8.9428
C 2.9957 2.4175 -10.1387
H 4.1443 3.5643 -4.0542
H 5.4039 4.4810 -4.8616
H 5.5949 2.8389 -4.5822
H 3.0970 1.8346 -5.7341
H 4.5297 1.5757 -6.7795
H 2.3186 3.2458 -7.8549
H 2.1021 1.5042 -7.8419
H 2.0375 2.9211 -10.0112
H 2.7829 1.4841 -10.6598
H 3.6610 2.9481 -10.8198
C -0.3651 0.4476 0.1235
O 0.9283 -0.0466 0.5699
C 0.6345 -1.0323 1.5434
C 0.2467 -0.3029 2.9142
O -1.1236 -0.1092 3.2367
C -1.9327 -1.1395 3.6723
H -0.8114 -0.0672 -0.7273
H -0.0820 1.3972 -0.3305
H -1.0893 0.5519 0.9314
H 1.4568 -1.7244 1.7248
H -0.0958 -1.7469 1.1638
H 0.7792 0.6443 2.9995
H 0.5170 -0.9066 3.7805
H -2.1106 -1.8161 2.8363
H -2.9228 -0.6957 3.7758
H -1.4575 -1.5055 4.5824
C -6.9062 2.5760 -7.7623
C -6.8434 3.5031 -6.7255
C -7.8040 4.5196 -6.4517
O -7.8286 5.1812 -5.4278
C -8.7788 4.6557 -7.5241
C -8.7955 3.8856 -8.6435
C -7.9000 2.6825 -8.8837
O -7.8797 1.9986 -9.8923
O -9.6500 4.1053 -9.7510
O -5.8329 3.4174 -5.8056
H -6.1853 1.7723 -7.7365
H -9.4705 5.4843 -7.5601
H -9.4009 3.5341 -10.4812
H -6.1326 3.9106 -5.0385
C -6.7813 -2.0815 -0.5095
C -7.8923 -1.7940 0.2314
C -8.6008 -2.7450 1.1931
O -9.4813 -2.4691 2.0000
C -8.0706 -4.1057 0.9981
C -7.0873 -4.4132 0.1648
C -6.1820 -3.4756 -0.5637
O -5.2487 -3.7538 -1.3346
O -6.8313 -5.7224 -0.0563
O -8.3790 -0.5082 0.1163
H -6.1897 -1.3583 -1.0513
H -8.6851 -4.8925 1.4101
H -6.1234 -5.8064 -0.6993
H -9.3066 -0.4145 0.3453

Its HOMO energy is -9.32 eV. The value obtained for the energy above the lowest of the compared OMol25 structures with the same formula, charge and spin is 169.15 kJ/mol. The value obtained for the calculated total energy is -3915.7620 hartree. The value obtained for the gap between HOMO and LUMO is 0.2684 Ha.

Atomic partial charges in e from the Mulliken method, atoms 1 to 99: -0.204 -0.395 -0.405 -0.180 0.318 0.267 0.306 0.295 -0.743 -0.318 -0.393 -0.584 -0.326 -0.709 0.246 0.252 0.354 0.334 0.343 0.353 0.358 0.230 0.311 0.291 -0.646 -0.373 -0.574 -0.486 -0.301 -0.797 0.224 0.292 0.283 0.378 0.337 0.364 0.392 0.316 0.260 0.329 -0.747 -0.295 -0.531 -0.486 -0.306 -0.678 0.254 0.311 0.310 0.323 0.371 0.350 0.324 0.227 0.310 0.263 -0.679 -0.311 -0.530 -0.509 -0.381 -0.516 0.323 0.260 0.234 0.391 0.399 0.317 0.329 0.133 0.248 0.290 -0.792 -0.295 -0.583 -0.377 -0.311 -0.711 0.305 0.275 0.312 0.389 0.277 0.333 0.341 0.327 0.267 0.243 -0.673 -0.376 -0.334 -0.499 -0.364 -0.647 0.264 0.251 0.313 0.343 0.277


(4)
Molecular formula: C9H26F3O13PV
Method: DFT, the ωB97M-V functional and the def2-TZVPD basis

Element x y z (Å)
O 0.9843 0.7193 -0.2473
V -0.3752 0.1238 0.3640
O -1.0406 -0.8304 -0.7539
C 1.4765 -2.5579 1.1237
O 0.9149 -3.8595 0.9334
O 0.4803 -1.6802 1.5912
C 2.8858 -2.6757 1.7772
F 3.8385 -1.8331 1.3114
F 2.8096 -2.5083 3.1654
F 3.3518 -3.9202 1.6851
C 0.0313 -4.0341 -0.2344
C -0.0044 -5.5744 -0.4143
H 0.9152 -6.0023 -0.8136
H -0.2632 -6.0353 0.5390
H -0.7374 -6.0168 -1.0890
H 0.4841 -3.7107 -1.1717
H -0.9946 -3.6974 -0.0846
H 1.7362 -2.1244 0.1579
P -2.1108 0.8657 2.4341
O -3.4415 1.3860 1.9269
O -2.1629 -0.4071 1.5948
O -2.2421 0.0588 3.7553
O -0.7635 1.4055 1.9963
C -4.0909 0.2412 -1.7381
O -4.5368 -0.8725 -0.8682
H -4.6423 0.4934 -2.6439
H -3.9336 1.0954 -1.0795
H -3.0903 0.0236 -2.1116
H -4.2863 -1.6266 -1.4069
C 0.5550 4.2017 0.3892
O -0.3941 4.0339 1.4186
H 1.3839 3.4985 0.4692
H 0.1534 4.1840 -0.6240
H 1.0687 5.1558 0.5070
H -0.7647 3.1621 1.5743
C 2.6822 1.1976 -3.0605
O 2.2238 -0.0978 -3.4170
H 2.7232 1.2536 -1.9727
H 3.7158 1.1786 -3.4060
H 2.1861 2.0510 -3.5227
H 1.2653 -0.0456 -3.4305
C -1.5940 2.4926 -2.3574
O -1.3987 2.0869 -1.0295
H -2.1519 1.7721 -2.9555
H -2.1878 3.3907 -2.5277
H -0.7055 2.4736 -2.9885
H -2.0465 2.5709 -0.5120
C 2.3455 1.5093 2.8899
O 1.1546 1.4582 3.6681
H 2.5133 2.4956 2.4574
H 3.1531 1.3119 3.5948
H 2.5049 0.7869 2.0894
H 0.4226 1.4320 3.0474

As for the net charge: -2. Its HOMO energy (alpha / beta) is -2.95 / -2.35 eV. The value obtained for the calculated total energy is -2921.5895 hartree. Its multiplicity is 2. The value obtained for the gap between HOMO and LUMO (alpha / beta) is 0.2687 / 0.2469 Ha.

Need the natural (NBO) charges? In units of e they are: -0.606 1.464 -0.570 0.294 -0.559 -0.783 0.939 -0.331 -0.356 -0.333 -0.054 -0.620 0.189 0.207 0.185 0.167 0.202 0.132 2.432 -1.083 -0.832 -0.897 -1.166 -0.280 -0.692 0.135 0.202 0.183 0.450 -0.234 -0.774 0.179 0.144 0.146 0.515 -0.256 -0.726 0.211 0.152 0.150 0.470 -0.248 -0.704 0.157 0.168 0.173 0.500 -0.249 -0.749 0.133 0.150 0.179 0.498